# 1
Formula: C26H24N4O4
Source: the OMol25 dataset
Level of theory: ωB97M-V with the def2-TZVPD basis set

The geometry in XYZ format:
```
58
Properties=species:S:1:pos:R:3:forces:R:3
C -1.129 0.410 2.583 -0.06 -0.01 0.04
C 0.336 0.211 2.500 0.45 0.04 -0.48
C 1.098 0.011 1.388 -0.17 0.08 0.46
N 0.723 0.018 0.043 0.51 -0.26 0.17
C -0.162 0.878 -0.501 0.24 0.27 -0.46
O -0.677 1.800 0.096 -0.07 0.06 0.07
C -0.430 0.703 -2.007 0.05 -0.20 0.33
N -1.866 0.576 -2.220 0.26 0.20 0.01
C -2.577 -0.155 -1.332 0.02 0.06 -0.01
O -2.035 -0.729 -0.394 -0.31 -0.15 -0.17
C -4.042 -0.218 -1.452 -0.51 -0.89 0.79
C -4.877 -1.041 -0.736 0.67 0.40 -0.41
C -6.192 -0.700 -1.112 -0.08 0.41 -0.37
C -6.069 0.308 -2.020 -0.56 -0.45 0.36
O -4.781 0.605 -2.234 0.27 0.35 -0.18
H -6.798 0.876 -2.564 -0.01 0.13 -0.11
H -7.101 -1.139 -0.756 -0.23 -0.04 0.03
H -4.566 -1.787 -0.035 0.15 -0.12 0.14
C -2.245 0.888 -3.574 -0.25 0.15 -0.36
C -1.357 0.177 -4.571 0.04 -0.04 -0.01
C -1.727 0.163 -5.910 0.06 0.00 0.03
C -0.946 -0.474 -6.855 -0.08 0.04 -0.06
C 0.221 -1.110 -6.464 0.08 -0.05 -0.01
C 0.597 -1.096 -5.135 -0.05 0.01 -0.03
C -0.180 -0.455 -4.177 0.00 0.00 -0.05
C 0.258 -0.449 -2.735 -0.13 0.11 0.10
H -0.031 -1.395 -2.266 0.07 0.05 0.08
H 1.345 -0.352 -2.691 0.01 -0.01 0.03
H 1.510 -1.586 -4.827 0.11 -0.05 0.03
H 0.837 -1.613 -7.195 0.06 -0.04 -0.06
H -1.246 -0.476 -7.892 -0.03 -0.01 -0.09
H -2.639 0.660 -6.209 -0.12 0.05 -0.05
H -3.281 0.606 -3.753 0.19 0.08 0.01
H -2.165 1.974 -3.727 -0.08 -0.11 0.02
H -0.133 1.653 -2.471 -0.02 -0.12 0.11
H 1.256 -0.610 -0.538 -0.18 0.04 -0.06
C 2.463 -0.243 1.791 -0.32 -0.09 -0.01
O 3.448 -0.493 1.118 0.15 0.06 -0.19
N 2.431 -0.153 3.181 -0.28 -0.39 -0.13
C 3.556 0.069 3.985 0.33 0.21 0.28
C 4.689 -0.717 3.795 -0.12 -0.02 -0.07
C 5.812 -0.496 4.570 0.00 0.03 0.04
C 5.812 0.490 5.543 0.08 0.05 0.06
C 4.687 1.276 5.725 0.06 -0.01 0.06
C 3.563 1.078 4.946 -0.08 -0.04 -0.15
H 2.699 1.715 5.064 -0.09 0.03 -0.01
H 4.686 2.058 6.471 0.00 0.06 0.05
H 6.689 0.652 6.152 0.07 0.01 0.05
H 6.691 -1.103 4.416 0.06 -0.06 -0.02
H 4.683 -1.474 3.029 -0.02 -0.07 -0.05
N 1.152 0.211 3.607 0.11 0.60 -0.10
C 0.708 -0.264 4.898 -0.14 -0.32 0.15
H 0.187 -1.223 4.820 0.03 -0.01 0.04
H 1.573 -0.389 5.546 -0.09 0.05 -0.02
H 0.041 0.473 5.344 0.04 -0.04 0.01
H -1.525 0.106 3.548 -0.05 -0.06 0.09
H -1.605 -0.160 1.788 -0.06 0.01 0.05
H -1.369 1.458 2.404 -0.01 0.01 0.03
```
Positions in Å, forces in eV/Å.

Computed properties:
frontier orbital gap	8.43	eV
lowest unoccupied orbital energy	0.73	eV
multiplicity	1
relative energy (zero: lowest compared OMol25 entry of this formula, charge and spin)	24.8	kcal per mole
SMILES string	Cc1c(NC(=O)[C@H]2Cc3ccccc3CN2C(=O)c2ccco2)c(=O)n(-c2ccccc2)n1C



# 2
Formula: C26H25B2F4IN6O4Pr
Source: the OMol25 dataset
Level of theory: ωB97M-V with the def2-TZVPD basis set

The geometry in XYZ format:
```
69
Properties=species:S:1:pos:R:3:forces:R:3
Pr -0.792 -3.013 0.707 -0.43 -0.04 -0.20
C -2.520 1.539 1.269 -0.79 -3.36 -0.12
C -1.723 0.239 1.251 0.86 -1.10 -0.65
N -1.770 -0.732 0.367 -0.31 1.48 1.18
O -2.581 -0.580 -0.709 0.01 1.37 0.75
B -2.373 -1.586 -1.725 -0.75 -0.26 0.37
F -2.636 -2.856 -1.005 0.70 -0.62 0.32
F -3.293 -1.367 -2.677 -0.16 -0.11 -0.59
O -1.053 -1.645 -2.306 1.54 -0.30 -1.05
N -0.019 -2.081 -1.524 -0.46 0.71 0.04
C 1.209 -1.869 -1.880 -1.48 -0.89 -0.07
C 1.667 -1.452 -3.238 0.24 0.59 0.41
C 2.124 -2.123 -0.730 0.74 1.40 -0.64
N 1.507 -2.448 0.332 1.55 -0.47 1.49
O 2.311 -2.562 1.455 -0.67 -0.20 -0.83
B 1.611 -2.596 2.728 0.62 -0.37 0.57
F 2.556 -2.950 3.632 -0.74 0.01 0.14
F 0.455 -3.680 2.631 0.79 0.48 -0.32
O 0.889 -1.393 3.110 0.11 -0.49 0.24
N -0.147 -1.203 2.264 0.03 -0.85 -0.03
C -0.754 -0.103 2.371 -0.40 1.87 -1.16
C -0.340 0.929 3.335 0.22 -1.52 2.10
C 3.576 -1.719 -0.841 1.10 -1.15 -0.26
H -2.256 2.249 2.032 0.22 0.20 -0.13
H -3.452 1.000 1.550 -0.29 1.02 0.20
H -2.726 1.864 0.266 0.23 0.53 -0.27
H 2.248 -0.519 -3.117 -0.10 -0.41 -0.23
H 0.774 -1.212 -3.831 0.51 -0.41 -0.12
H 2.353 -2.231 -3.665 -0.81 0.69 0.20
H -0.425 1.919 3.013 -0.51 1.41 -0.71
H 0.726 0.769 3.553 -0.46 -0.04 0.23
H -0.955 0.779 4.278 0.84 0.32 -0.84
H 4.154 -2.567 -1.381 -0.91 1.60 0.39
H 4.061 -1.670 0.125 -0.33 -0.21 0.41
H 3.778 -0.697 -1.248 -0.61 -1.09 -0.28
C 1.643 0.935 0.674 -0.06 -0.35 0.00
C 1.015 1.941 0.264 -0.13 -0.12 -0.23
C 0.634 3.058 -0.403 1.46 0.89 1.17
C -0.678 3.114 -1.032 0.81 0.82 -0.05
C -1.672 4.053 -0.879 0.04 1.25 0.39
C -2.869 3.855 -1.577 0.04 2.32 2.46
C -3.045 2.838 -2.453 -3.12 0.05 -0.85
C -2.026 1.965 -2.637 -0.01 -0.46 -0.62
C -0.873 2.114 -1.924 -0.60 -1.38 -0.89
C 1.668 4.120 -0.449 0.42 -0.30 0.46
C 2.709 4.132 0.526 0.78 0.56 0.23
C 3.737 5.075 0.467 -0.50 -0.04 -0.98
C 3.765 5.914 -0.647 1.17 0.99 0.38
C 2.761 5.938 -1.613 1.18 0.42 -0.42
C 1.743 5.028 -1.518 1.30 -0.04 2.62
H -1.512 4.945 -0.222 -0.37 -1.01 -0.56
H -3.658 4.530 -1.222 0.02 -0.29 -0.86
H -4.077 2.723 -2.927 1.72 0.00 0.49
H -2.161 1.158 -3.311 0.11 -0.71 -0.47
H -0.145 1.374 -2.068 1.15 -0.87 -0.05
H 2.860 3.449 1.356 -0.99 -0.32 -0.22
H 4.553 5.162 1.204 -0.70 -0.37 -0.37
H 4.652 6.578 -0.700 -0.84 -0.23 -0.28
H 2.834 6.626 -2.483 -0.13 -0.57 0.81
H 1.007 5.088 -2.196 -2.67 -0.18 -2.42
I -4.166 -8.476 0.661 -0.65 -0.42 -0.13
C -2.799 -7.165 1.367 -0.62 -0.82 0.54
C -1.953 -7.321 2.422 1.53 0.49 -0.13
N -1.056 -6.329 2.379 -0.55 1.47 -0.93
N -1.365 -5.424 1.397 -0.93 -0.93 0.43
C -2.456 -5.965 0.827 -0.06 2.31 -1.37
H -1.802 -8.036 3.164 -0.21 -1.32 0.86
H -0.379 -6.040 3.054 0.44 -0.10 0.36
H -3.069 -5.387 0.108 0.83 -0.54 0.11
```
Positions in Å, forces in eV/Å.

Computed properties:
frontier orbital gap	7.61	eV
charge	+1
lowest unoccupied orbital energy	-3.97	eV
multiplicity	3



# 3
Formula: C26H25BCl2F8IN4O2Ti
Source: the OMol25 dataset
Level of theory: ωB97M-V with the def2-TZVPD basis set

The geometry in XYZ format:
```
70
Properties=species:S:1:pos:R:3:forces:R:3
Ti 0.189 0.460 0.875 0.66 1.03 -0.21
C -3.040 1.279 -2.339 0.36 0.77 -0.76
C -2.980 -0.151 -2.802 0.62 -0.01 0.72
N -2.247 -1.032 -1.887 1.12 -0.18 -1.00
C -1.832 -2.288 -2.602 -0.11 0.84 0.69
C -0.696 -2.998 -1.857 0.55 0.55 -1.35
C -2.913 -1.324 -0.642 -0.51 0.22 -0.46
C -2.569 -0.400 0.512 -1.96 0.21 -0.15
N -1.302 -0.675 1.101 2.13 0.09 0.29
C -1.154 -1.922 1.708 0.73 -1.04 0.13
C -0.019 -2.740 1.443 -1.62 0.44 0.66
F 0.826 -2.211 0.540 0.54 -0.80 0.48
C 0.201 -3.944 2.127 -0.43 1.23 -0.36
F 1.354 -4.551 1.888 0.21 -0.56 0.01
C -0.718 -4.412 3.073 0.66 0.46 -0.96
C -1.826 -3.604 3.284 0.73 -0.34 0.74
F -2.630 -3.870 4.293 -0.67 -0.58 0.50
C -2.026 -2.387 2.680 -0.49 0.54 -0.03
F -3.037 -1.623 3.166 0.65 -0.39 -0.51
H -3.546 1.898 -3.102 -0.10 -0.30 0.35
H -2.036 1.709 -2.237 -0.20 -0.34 0.50
H -3.581 1.344 -1.414 -0.23 0.38 0.37
H -2.467 -0.188 -3.757 -0.18 -0.13 -0.22
H -4.009 -0.465 -2.877 -0.64 -0.54 -0.51
H -1.464 -2.055 -3.633 -0.46 0.03 0.90
H -2.762 -2.862 -2.674 0.28 -0.66 -0.32
H 0.147 -2.286 -1.684 -0.71 -0.71 -0.30
H -0.382 -3.865 -2.431 0.41 0.14 -0.55
H -0.927 -3.487 -0.952 -0.79 -0.06 1.46
H -2.655 -2.316 -0.335 0.14 -0.80 0.14
H -4.015 -1.336 -0.752 0.13 0.13 -0.05
H -3.354 -0.581 1.269 0.24 0.50 -0.26
H -2.592 0.625 0.149 -0.07 -0.15 0.44
H -0.499 -5.331 3.613 -0.30 0.29 0.00
Cl 6.276 -1.077 -2.932 0.14 0.18 -0.28
C 4.716 -0.726 -2.302 -0.32 -0.83 1.50
C 3.599 -0.642 -3.132 -0.69 -0.07 -0.01
C 2.304 -0.534 -2.642 0.40 1.23 0.71
Cl 0.886 -0.297 -3.602 0.56 -0.21 -0.31
C 2.146 -0.292 -1.270 -0.58 -0.80 0.72
O 0.940 -0.049 -0.803 0.35 0.45 0.39
C 3.278 -0.510 -0.412 -1.09 0.62 -0.49
C 3.162 -0.403 0.977 -3.43 0.82 0.60
O 2.122 0.049 1.568 1.31 -0.82 -0.61
C 4.535 -0.765 -0.907 0.53 0.17 -2.45
H 3.680 -0.679 -4.192 0.43 -0.11 -0.71
H 3.940 -0.812 1.566 1.01 -0.07 0.95
H 5.359 -0.955 -0.254 0.41 -0.04 0.28
I 0.852 -0.865 4.387 0.00 0.27 -0.05
C 0.600 1.221 4.142 -0.73 -2.21 -2.35
C 0.530 1.923 5.257 0.68 1.57 2.92
C 0.385 3.318 5.188 -0.40 -0.58 1.83
C 0.106 3.858 3.984 0.03 -0.20 -2.24
C 0.109 3.027 2.836 -0.21 0.12 0.71
N 0.334 1.711 2.912 0.21 0.05 -0.43
H 0.643 1.423 6.230 0.05 0.39 -0.55
H 0.405 3.868 6.147 -0.07 -0.09 -0.84
H -0.139 4.876 3.768 0.10 0.56 0.42
H -0.102 3.471 1.860 0.05 -0.45 0.34
C 2.626 4.104 -1.629 -0.23 0.73 1.32
C 2.075 3.262 -0.540 0.94 1.54 -2.04
N 1.681 2.603 0.293 -0.57 -1.29 1.26
H 1.823 4.470 -2.275 0.12 0.02 0.31
H 3.286 3.504 -2.218 0.52 -0.30 -0.31
H 3.188 4.956 -1.150 -0.58 -0.83 -0.66
F -0.849 1.811 0.410 0.20 -0.14 -0.10
B -0.987 3.161 -3.739 -1.55 1.28 -1.79
F -0.240 3.147 -2.708 1.65 -0.20 2.06
F -1.589 4.307 -4.053 0.06 -0.46 0.01
F -1.119 2.120 -4.509 -0.01 -0.55 -0.48
```
Positions in Å, forces in eV/Å.

Computed properties:
frontier orbital gap	6.51	eV
charge	+1
lowest unoccupied orbital energy	-4.09	eV
multiplicity	1
relative energy (zero: lowest compared OMol25 entry of this formula, charge and spin)	26.0	kcal per mole



# 4
Formula: C26H25BF3N4O7
Source: the OMol25 dataset
Level of theory: ωB97M-V with the def2-TZVPD basis set

The geometry in XYZ format:
```
66
Properties=species:S:1:pos:R:3:forces:R:3
C -1.513 -4.144 -3.403 0.14 0.13 0.14
C -2.698 -4.286 -2.448 0.07 0.12 0.32
C -3.809 -5.063 -3.141 -0.18 -0.06 0.10
C -2.260 -5.059 -1.175 0.37 0.63 0.04
O -1.422 -4.260 -0.298 -0.79 -0.17 -0.33
B -1.780 -2.941 -0.129 -0.07 -0.36 -0.59
C -1.741 -2.340 1.292 0.50 0.57 0.55
C -1.276 -3.098 2.380 -0.13 0.11 0.23
C -1.502 -2.678 3.684 0.06 0.08 -0.04
C -2.160 -1.471 3.907 -0.12 0.09 0.32
C -2.492 -1.082 5.330 0.07 0.06 0.27
F -3.184 0.093 5.412 0.53 -0.95 0.07
F -3.261 -2.052 5.923 0.58 0.85 -0.23
F -1.366 -0.940 6.101 -1.02 -0.13 -0.51
C -2.537 -0.658 2.847 -0.01 0.18 0.01
C -2.314 -1.083 1.542 0.02 -0.16 0.29
C 3.013 -0.905 -1.381 -5.57 -1.31 2.30
C 2.284 -1.731 -2.526 0.68 0.65 0.79
C 2.996 -1.630 -0.083 -1.57 -0.39 -0.03
C 2.614 -0.958 1.072 0.36 -0.26 0.54
C 2.706 -1.618 2.299 -0.07 0.03 -0.33
C 3.103 -2.953 2.319 -0.04 -0.08 0.40
C 3.375 -3.637 1.142 -0.14 -0.09 -0.31
C 3.301 -2.980 -0.083 0.13 -0.61 0.84
O -2.361 -2.203 -1.137 -0.53 -0.39 -0.07
C -3.238 -2.887 -2.054 0.60 -0.21 0.17
H -0.689 -3.587 -2.936 -0.18 -0.17 -0.17
H -1.153 -5.138 -3.695 0.03 0.21 0.03
H -1.832 -3.612 -4.307 0.14 -0.06 0.11
H -4.667 -5.175 -2.465 0.07 -0.06 -0.21
H -4.140 -4.536 -4.045 0.03 -0.13 0.15
H -3.458 -6.061 -3.434 -0.10 0.17 0.04
H -3.134 -5.386 -0.579 0.30 0.05 -0.33
H -1.648 -5.928 -1.456 -0.33 0.14 0.05
H -0.741 -4.034 2.232 -0.23 0.16 -0.21
H -1.176 -3.284 4.527 -0.05 0.12 -0.17
H -3.011 0.303 3.041 0.12 -0.25 -0.04
H -2.609 -0.417 0.733 0.03 -0.36 0.00
H 2.365 0.021 -1.270 0.96 -1.14 0.05
H 1.992 -1.084 -3.353 0.09 0.04 -0.03
H 2.931 -2.523 -2.868 -0.30 -0.08 -0.32
H 1.390 -2.179 -2.091 -0.05 0.16 0.02
H 2.290 0.079 0.980 0.16 -0.23 0.19
H 2.466 -1.111 3.231 0.00 -0.05 -0.18
H 3.174 -3.476 3.271 0.00 0.08 -0.14
H 3.608 -4.698 1.156 0.06 0.08 0.13
H 3.497 -3.504 -1.023 -0.18 0.18 0.69
H -3.313 -2.250 -2.946 -0.09 -0.21 0.20
H -4.233 -2.969 -1.578 0.31 0.02 -0.20
O 9.577 -1.684 -1.684 -1.12 1.11 0.63
N 8.924 -0.821 -1.074 -0.22 0.29 0.23
O 9.442 -0.050 -0.231 -0.61 -0.91 -1.15
C 7.464 -0.682 -1.303 2.10 0.48 0.61
C 6.785 0.322 -0.634 -1.76 -0.54 -0.73
C 5.378 0.361 -0.633 -2.40 -0.17 -1.02
N 4.713 1.528 -0.165 0.22 0.61 0.32
O 5.366 2.385 0.469 -0.74 -0.68 -0.51
O 3.481 1.681 -0.415 1.79 -0.10 0.34
C 4.357 -0.532 -1.591 5.18 3.42 -2.74
C 5.290 -1.650 -2.067 -1.13 -1.48 -0.86
N 4.847 -2.841 -2.482 3.11 0.61 0.04
O 6.020 -3.651 -2.632 -0.97 1.82 0.27
N 7.156 -2.956 -2.295 -1.86 2.72 0.31
C 6.717 -1.681 -1.972 0.91 -4.00 -0.24
H 7.315 1.132 -0.177 0.13 0.08 0.41
H 3.912 0.217 -2.346 2.76 -0.26 -0.51
```
Positions in Å, forces in eV/Å.

Computed properties:
frontier orbital gap	6.32	eV
charge	-1
lowest unoccupied orbital energy	1.77	eV
multiplicity	1
relative energy (zero: lowest compared OMol25 entry of this formula, charge and spin)	0.0	kcal per mole



no.,total energy (eV)
1,-41502.0062
2,-78887.1194
3,-116101.3513
4,-56484.9332